#one
Molecular formula: C45H107N11O17
Method: DFT, ωB97M-V/def2-TZVPD

Summary:
- highest occupied orbital energy (eV) = -8.6
- LUMO level (Ha) = 0.006

```
! RIJCOSX wB97M-V def2-TZVPD def2/J DEFGRID3
* xyz 0 1
C 21.38 20.23 18.40
C 19.95 20.15 17.91
O 19.64 19.12 17.29
N 19.20 21.26 18.08
C 17.88 21.39 17.60
H 21.91 19.76 17.57
H 21.50 19.70 19.34
H 21.81 21.23 18.40
H 19.62 22.11 18.43
H 17.81 20.90 16.62
H 17.49 22.41 17.60
H 17.24 20.78 18.24
C 18.40 14.43 8.10
C 18.02 15.75 8.80
O 17.03 15.87 9.53
N 18.92 16.73 8.79
C 18.75 18.05 9.44
H 19.47 14.22 8.08
H 18.16 14.46 7.03
H 17.89 13.55 8.49
H 19.73 16.55 8.22
H 19.44 18.12 10.29
H 17.76 18.21 9.87
H 18.86 18.83 8.69
C 20.39 16.29 19.54
C 19.05 16.77 20.04
O 18.57 16.31 21.09
N 18.38 17.63 19.32
C 17.02 18.07 19.59
H 20.17 15.33 19.07
H 21.06 16.21 20.40
H 20.77 16.97 18.78
H 18.86 17.98 18.50
H 16.36 17.24 19.33
H 16.72 18.91 18.96
H 16.87 18.45 20.60
C 16.09 9.33 11.32
C 15.85 10.82 11.14
O 15.01 11.28 10.34
N 16.70 11.61 11.79
C 16.80 13.06 11.82
H 17.17 9.17 11.37
H 15.62 8.69 10.58
H 15.75 8.96 12.29
H 17.40 11.12 12.33
H 17.24 13.31 10.86
H 17.51 13.31 12.61
H 15.81 13.49 11.93
C 11.83 18.20 18.21
C 13.09 18.33 17.41
O 14.16 18.02 17.95
N 13.05 18.80 16.20
C 11.83 19.10 15.43
H 11.62 19.17 18.66
H 12.01 17.45 18.97
H 10.95 17.91 17.63
H 13.93 18.88 15.71
H 12.08 19.59 14.50
H 11.18 19.86 15.85
H 11.27 18.21 15.15
C 13.01 15.26 13.96
C 11.53 15.35 14.34
O 11.27 15.36 15.49
N 10.66 15.41 13.37
C 9.27 15.82 13.50
H 13.37 15.85 13.11
H 13.32 14.24 13.72
H 13.49 15.73 14.81
H 10.97 15.32 12.42
H 8.58 15.07 13.11
H 9.09 16.75 12.97
H 9.02 16.04 14.54
C 19.27 14.06 15.10
C 19.27 13.84 16.60
O 20.36 13.74 17.18
N 18.15 13.58 17.29
C 18.08 13.17 18.66
H 18.96 15.09 14.96
H 18.57 13.46 14.53
H 20.27 13.96 14.66
H 17.27 13.62 16.79
H 17.90 12.09 18.61
H 17.25 13.67 19.14
H 19.02 13.26 19.21
C 15.41 11.54 15.02
C 15.36 12.98 15.54
O 15.91 13.90 14.94
N 14.78 13.24 16.71
C 14.69 14.53 17.35
H 14.98 10.87 15.77
H 16.39 11.19 14.68
H 14.78 11.51 14.14
H 14.25 12.47 17.10
H 14.93 14.45 18.41
H 13.66 14.82 17.17
H 15.41 15.24 16.93
C 13.98 14.59 9.58
C 12.76 14.21 10.45
O 12.06 15.05 10.96
N 12.61 12.93 10.76
C 11.58 12.34 11.60
H 14.80 13.88 9.42
H 14.43 15.51 9.94
H 13.53 14.79 8.61
H 13.48 12.44 10.57
H 11.91 11.36 11.95
H 10.67 12.10 11.05
H 11.35 12.94 12.48
C 16.39 16.56 12.49
C 16.70 17.40 13.75
O 16.63 18.65 13.63
N 16.99 16.75 14.91
C 17.31 17.52 16.12
H 15.40 16.13 12.64
H 17.14 15.80 12.31
H 16.31 17.17 11.59
H 16.97 15.75 14.86
H 17.60 18.56 16.00
H 18.09 16.99 16.67
H 16.37 17.44 16.67
C 13.74 19.24 11.58
C 12.60 20.06 11.01
O 12.77 21.27 10.82
N 11.48 19.47 10.66
C 11.33 18.05 10.49
H 14.55 19.93 11.78
H 14.08 18.54 10.81
H 13.48 18.62 12.43
H 10.75 20.03 10.25
H 12.10 17.64 9.83
H 10.33 17.91 10.08
H 11.33 17.61 11.49
C 15.88 21.50 14.95
O 14.52 21.83 14.80
C 14.26 23.10 14.21
C 12.72 23.37 14.20
O 12.48 24.72 13.71
C 11.11 25.11 13.85
H 15.95 20.50 15.39
H 16.39 22.19 15.63
H 16.40 21.52 14.00
H 14.82 23.18 13.28
H 14.73 23.77 14.94
H 12.25 23.19 15.17
H 12.33 22.54 13.60
H 10.87 25.18 14.91
H 10.54 24.32 13.36
H 10.86 26.08 13.42
C 19.54 19.49 13.46
O 20.92 19.61 13.24
C 21.59 20.20 14.36
C 23.05 20.21 13.94
O 23.38 18.87 13.56
C 24.72 18.72 13.16
H 19.13 18.80 12.72
H 19.00 20.43 13.40
H 19.38 19.00 14.43
H 21.53 19.61 15.28
H 21.23 21.22 14.46
H 23.68 20.44 14.80
H 23.29 20.98 13.20
H 25.00 17.67 13.12
H 25.41 19.09 13.92
H 24.99 19.17 12.20
C 20.47 14.72 11.60
O 21.50 14.65 12.59
C 21.82 15.78 13.35
C 22.83 15.44 14.40
O 23.99 14.79 13.91
C 25.04 14.60 14.87
H 19.52 15.08 12.01
H 20.21 13.76 11.16
H 20.66 15.48 10.84
H 21.03 16.29 13.90
H 22.12 16.62 12.73
H 22.37 14.82 15.17
H 23.11 16.39 14.86
H 24.74 14.15 15.82
H 25.60 15.51 15.08
H 25.74 13.89 14.41
*
```

Löwdin population analysis, charges in e, atoms 1 to 8: number 1, C, carries 0.0122; number 2, C, carries -0.5141; number 3, O, carries -0.0115; number 4, N, carries 0.0269; number 5, C, carries -0.0712; number 6, H, carries 0.0728; number 7, H, carries 0.0910; number 8, H, carries 0.0775

#two
Molecular formula: C45H107N11O17
Method: DFT, ωB97M-V/def2-TZVPD

Summary:
- highest occupied orbital energy (eV) = -8.7
- LUMO level (Ha) = 0.005

```
! RIJCOSX wB97M-V def2-TZVPD def2/J DEFGRID3
* xyz 0 1
C -8.09 5.15 1.51
O -6.91 4.38 1.52
C -6.99 3.29 2.42
C -5.62 2.66 2.54
O -4.76 3.56 3.23
C -3.41 3.20 3.01
H -8.36 5.48 2.52
H -8.96 4.63 1.10
H -7.90 6.05 0.94
H -7.69 2.54 2.02
H -7.31 3.61 3.42
H -5.20 2.43 1.56
H -5.73 1.70 3.05
H -3.10 3.33 1.97
H -3.27 2.14 3.25
H -2.85 3.88 3.66
C -1.79 1.44 0.59
O -1.31 0.73 -0.54
C -0.08 1.28 -1.01
C 0.54 0.30 -2.01
O 0.91 -0.96 -1.56
C 2.05 -1.00 -0.73
H -1.27 1.12 1.50
H -2.84 1.18 0.77
H -1.82 2.51 0.38
H 0.58 1.40 -0.14
H -0.25 2.24 -1.52
H 1.37 0.90 -2.41
H -0.19 0.14 -2.81
H 2.83 -0.36 -1.16
H 2.47 -2.00 -0.63
H 1.87 -0.68 0.30
C 4.69 -8.21 -3.31
O 4.55 -6.99 -2.64
C 3.57 -7.09 -1.62
C 3.70 -5.91 -0.67
O 3.20 -4.68 -1.20
C 1.80 -4.65 -1.35
H 5.24 -8.93 -2.69
H 5.32 -8.03 -4.19
H 3.84 -8.78 -3.69
H 3.71 -8.02 -1.05
H 2.56 -7.06 -2.04
H 4.75 -5.68 -0.47
H 3.17 -6.09 0.27
H 1.56 -3.71 -1.85
H 1.24 -4.76 -0.41
H 1.38 -5.40 -2.04
C -0.56 -2.15 0.90
C -1.48 -3.09 1.64
O -2.29 -3.81 1.10
N -1.35 -3.03 2.99
C -2.13 -3.81 3.93
H 0.40 -1.82 1.31
H -1.07 -1.21 0.65
H -0.38 -2.55 -0.10
H -0.64 -2.46 3.44
H -3.19 -3.77 3.72
H -1.88 -3.46 4.93
H -1.80 -4.85 3.96
C -0.86 5.03 0.88
C -2.02 5.00 -0.11
O -1.85 4.63 -1.27
N -3.20 5.41 0.38
C -4.42 5.54 -0.44
H -0.04 4.38 0.58
H -1.21 4.80 1.88
H -0.46 6.05 0.89
H -3.27 5.81 1.31
H -5.15 4.86 0.01
H -4.25 5.42 -1.50
H -4.73 6.58 -0.28
C -2.81 -0.01 -3.65
C -2.64 -1.50 -3.70
O -3.12 -2.14 -4.63
N -2.01 -2.07 -2.66
C -1.76 -3.49 -2.54
H -2.89 0.34 -2.62
H -3.68 0.39 -4.16
H -1.95 0.53 -4.07
H -1.60 -1.45 -1.98
H -2.07 -3.88 -1.56
H -0.68 -3.66 -2.59
H -2.26 -4.03 -3.33
C -8.06 0.84 -2.68
C -6.94 1.10 -1.72
O -7.16 0.93 -0.52
N -5.75 1.54 -2.16
C -4.65 1.94 -1.32
H -8.97 0.80 -2.09
H -7.93 -0.18 -3.08
H -8.20 1.55 -3.49
H -5.65 1.67 -3.15
H -4.92 2.61 -0.49
H -3.92 2.52 -1.87
H -4.21 1.10 -0.78
C 7.69 3.31 -1.73
C 6.45 2.71 -1.04
O 5.43 3.38 -0.97
N 6.56 1.42 -0.73
C 5.48 0.57 -0.28
H 7.82 4.32 -1.34
H 7.40 3.44 -2.78
H 8.57 2.68 -1.69
H 7.43 0.96 -0.95
H 5.70 -0.10 0.55
H 5.19 -0.06 -1.13
H 4.57 1.10 -0.02
C 3.85 5.11 1.33
C 2.95 3.90 1.38
O 1.79 3.92 0.98
N 3.48 2.80 1.94
C 2.77 1.53 1.96
H 3.28 6.03 1.24
H 4.51 5.05 0.46
H 4.53 5.20 2.18
H 4.45 2.78 2.20
H 2.25 1.31 1.04
H 2.09 1.46 2.81
H 3.56 0.79 2.09
C -8.18 -0.84 2.30
C -6.77 -1.37 2.41
O -6.43 -2.12 3.32
N -5.95 -1.05 1.39
C -4.54 -1.38 1.45
H -8.37 -0.26 1.39
H -8.52 -0.18 3.10
H -8.86 -1.70 2.28
H -6.27 -0.50 0.61
H -4.47 -2.45 1.68
H -3.99 -0.78 2.18
H -4.14 -1.23 0.45
C 3.71 -2.00 -3.58
C 5.10 -1.81 -4.11
O 5.54 -0.66 -4.12
N 5.86 -2.89 -4.37
C 5.44 -4.29 -4.18
H 3.29 -2.97 -3.87
H 3.07 -1.22 -3.97
H 3.84 -1.99 -2.50
H 6.78 -2.76 -4.76
H 4.68 -4.55 -4.91
H 4.92 -4.32 -3.23
H 6.30 -4.94 -4.24
C 4.49 2.41 -3.97
C 3.06 2.89 -3.72
O 2.19 2.74 -4.57
N 2.85 3.51 -2.55
C 1.59 4.16 -2.19
H 4.58 1.89 -4.92
H 4.78 1.69 -3.21
H 5.17 3.26 -4.07
H 3.52 3.46 -1.79
H 1.12 3.79 -1.28
H 0.89 3.92 -2.99
H 1.76 5.23 -2.22
C 5.79 -3.09 1.81
C 4.33 -2.74 2.00
O 3.89 -1.61 1.84
N 3.56 -3.77 2.43
C 2.18 -3.62 2.85
H 5.97 -3.51 0.82
H 6.17 -3.68 2.64
H 6.34 -2.14 1.78
H 3.85 -4.70 2.19
H 1.82 -4.52 3.34
H 1.59 -3.45 1.94
H 2.00 -2.75 3.48
C -1.26 0.33 4.78
C 0.05 -0.39 4.94
O 0.10 -1.61 5.05
N 1.14 0.35 5.13
C 2.46 -0.23 5.31
H -1.34 1.28 5.29
H -2.01 -0.36 5.18
H -1.52 0.47 3.73
H 1.09 1.36 5.07
H 2.80 -0.64 4.35
H 2.40 -1.06 6.01
H 3.20 0.52 5.56
*
```

Löwdin population analysis, charges in e, atoms 1 to 8: number 1, C, carries -0.1165; number 2, O, carries -0.1984; number 3, C, carries -0.1912; number 4, C, carries -0.2023; number 5, O, carries -0.1638; number 6, C, carries -0.1031; number 7, H, carries 0.0882; number 8, H, carries 0.0899

What are the relative energies? In hartree: #one 0.0744; #two 0.0000.